No. 1
{
  "formula": "C7H7FN2",
  "method": "ωB97M-V with the def2-TZVPD basis set",
  "elements": ["N", "H", "H", "C", "C", "C", "C", "H", "F", "C", "C", "C", "H", "H", "N", "H", "H"],
  "positions_angstrom": [[-1.31859, 1.93918, 1.11426], [0.23779, -3.47322, -0.99265], [1.72647, -1.87233, -2.11847], [1.08645, -0.20319, -0.94684], [0.17653, 1.63648, 0.42737], [1.08149, -1.53270, -1.32281], [0.23559, 0.23093, 0.06976], [0.83324, 3.45169, 0.56880], [-1.42442, 3.33156, 1.21706], [-0.59451, -0.68666, 0.71528], [0.24376, -2.43698, -0.68692], [-0.58678, -2.01534, 0.33860], [-2.00583, 1.67202, 0.40537], [-1.23395, -2.71894, 0.84056], [1.04233, 2.50183, 0.28510], [-1.22692, -0.34037, 1.51740], [1.72738, 0.51604, -1.43188]],
  "de_lowest_kj_mol": 81.0,
  "homo_energy_ev": -9.6619,
  "gap_ev": 10.12,
  "fmax_ha_per_bohr": 0.076,
  "energy_ha": -480.2281,
  "smiles": "[H]/N=C(\\NF)c1ccccc1",
  "total_charge": 0
}



No. 2
{
  "formula": "C2H7N4O",
  "method": "ωB97M-V with the def2-TZVPD basis set",
  "elements": ["C", "N", "C", "N", "H", "H", "O", "H", "H", "H", "N", "H", "N", "H"],
  "positions_angstrom": [[-0.38168, -1.32096, 0.19012], [-2.15757, -0.24864, -0.48628], [2.12388, 1.20693, 0.96807], [-0.82434, -0.22167, -0.19543], [0.65760, -1.45051, 0.46342], [-2.34321, 0.51065, -1.04089], [-0.22802, 0.90218, -0.41249], [2.65040, 2.14524, -0.67461], [2.03587, 1.14867, 2.96274], [-1.06585, -2.18830, 0.32818], [2.18281, 1.34333, -0.26860], [-2.60804, -1.18850, -0.72183], [2.28727, 0.84163, 2.04077], [1.16075, 1.40650, -0.65796]],
  "de_lowest_kj_mol": 365.5,
  "homo_energy_ev": [-9.9632, -14.4763],
  "s2": 2.006,
  "gap_ev": [6.54, 8.29],
  "fmax_ha_per_bohr": 0.249,
  "energy_ha": -374.1309,
  "total_charge": 1,
  "multiplicity": 3
}



No. 3
{
  "formula": "C3H6N2OS",
  "method": "ωB97M-V with the def2-TZVPD basis set",
  "elements": ["H", "N", "C", "H", "N", "O", "H", "H", "C", "H", "C", "S", "H"],
  "positions_angstrom": [[1.44425, 2.17601, 0.61606], [0.79068, 1.37440, 0.45600], [-0.87685, -0.06628, -0.62461], [-1.59888, -1.94589, 0.25014], [2.62055, 0.08018, -0.04342], [0.47699, -0.52488, -0.73942], [-1.03483, -0.69411, 1.43958], [2.87834, -0.81289, -0.41782], [1.41268, 0.28148, -0.12233], [-1.34665, -0.15443, -1.61352], [-1.51522, -0.88824, 0.47697], [-0.72256, 1.77835, -0.31849], [-2.52849, -0.60371, 0.64086]],
  "de_lowest_kj_mol": 166.3,
  "homo_energy_ev": -8.5500,
  "gap_ev": 9.06,
  "fmax_ha_per_bohr": 0.053,
  "energy_ha": -700.8259,
  "smiles": "[H]/N=C1/NS[C@H](C)O1",
  "total_charge": 0
}



No. 4
{
  "formula": "C35H44FGe2NO4PtSb",
  "method": "ωB97M-V with the def2-TZVPD basis set",
  "elements": ["H", "C", "C", "H", "H", "C", "H", "H", "H", "H", "Ge", "H", "H", "C", "H", "C", "C", "C", "H", "C", "C", "H", "C", "C", "C", "H", "H", "F", "H", "H", "H", "H", "C", "C", "H", "H", "H", "H", "C", "O", "H", "H", "H", "C", "H", "C", "H", "C", "H", "C", "H", "H", "H", "O", "C", "C", "C", "H", "O", "H", "C", "H", "O", "C", "H", "H", "Sb", "C", "C", "C", "Pt", "H", "Ge", "N", "C", "H", "C", "H", "C", "C", "H", "H", "C", "C", "H", "C", "H", "H", "C"],
  "positions_angstrom": [[6.14388, -2.05936, -2.21071], [2.19652, 2.40759, 5.37656], [-4.20951, 0.76284, -2.38835], [-4.87813, 0.14710, -1.78163], [3.18770, -2.15011, 0.87397], [-1.04497, 4.06033, -1.68586], [-4.35659, 0.46249, -3.42773], [-0.77405, -0.49537, -3.81930], [2.08630, -1.10248, -3.13409], [4.06271, 1.15279, 1.19862], [0.57082, -1.46641, -0.54188], [-0.39231, -5.61792, 2.23664], [-4.46307, 2.32326, 0.04271], [-1.86003, 4.47060, -2.73119], [-2.45453, -3.85494, -1.06947], [-0.06677, -4.58587, 2.27643], [-3.52336, -0.52151, 0.99093], [-2.81681, -1.70761, 1.62084], [-3.53637, -2.38237, 2.08834], [0.83651, 2.66928, -0.78670], [4.76330, -2.13496, -0.56765], [0.32426, -1.67402, -4.54194], [1.14475, 2.35262, 4.52260], [5.11712, -1.92759, -1.89467], [0.39489, -4.27139, -2.78089], [-3.14234, 3.44037, -0.28063], [0.13960, 2.57106, 4.85607], [-2.44652, 4.31906, -5.00398], [-0.27213, -4.30893, 0.17291], [1.07347, -0.90845, 2.41721], [1.43798, -4.05007, -3.00555], [2.05878, 2.66221, 6.41742], [3.73333, 1.79356, 3.61203], [0.41713, -2.50442, 1.13069], [4.41344, -1.39277, -3.84865], [-2.26465, -2.28229, 0.87843], [-2.82387, -3.72640, -2.79000], [0.36940, -4.99187, -1.96381], [-0.61698, -1.55691, -4.00504], [5.74408, 2.03137, 5.39813], [-4.54558, 1.79701, -2.30389], [-1.41793, -1.91387, -4.65403], [0.93904, 1.88300, -3.34710], [0.15344, 2.60952, -3.17554], [0.22524, -4.59389, 4.40107], [2.45699, -1.60988, -1.07552], [-2.54244, 3.43776, 2.18641], [0.69689, -2.68933, 3.52853], [5.51697, -2.42243, 0.15535], [0.76241, -1.94679, 2.35958], [1.80999, 2.35736, -1.15676], [-3.10631, -2.35296, -1.72420], [-0.05983, -4.73501, -3.65759], [2.26230, 0.71381, 0.52933], [1.30790, 2.01430, 3.12873], [0.27924, -4.01217, 3.49005], [0.00532, -3.83621, 1.10907], [0.91741, 3.37775, 0.03888], [0.31970, 2.03525, 2.35575], [0.96978, -2.23373, 4.47248], [3.44657, -1.97650, -0.16498], [-4.19609, 3.99689, 1.94250], [4.37462, 2.47774, 7.00012], [2.82880, -1.40282, -2.40120], [-0.51920, 2.61290, -5.22752], [-3.89433, 2.36132, 2.51016], [-2.27071, 0.94070, 0.06074], [2.98931, 1.18427, 1.42672], [-2.43160, -3.18378, -1.92833], [3.50467, 2.13789, 4.91013], [0.21497, 0.85918, 0.26748], [-4.20694, -0.83648, 0.19959], [-0.58622, -2.62348, -2.34539], [4.62207, 2.21956, 5.83538], [4.14579, -1.55831, -2.81251], [-2.11688, 1.30185, -2.54379], [-3.48457, 2.65984, 0.39137], [-2.63895, 5.20872, -2.59190], [-1.65336, 3.92700, -3.98244], [2.65470, 1.68158, 2.70785], [-2.09794, -1.39957, 2.38093], [4.74314, 1.58477, 3.28527], [-3.53115, 3.13837, 1.83502], [-0.65337, 3.00424, -4.22829], [-2.38231, -0.38771, -2.20079], [-0.03023, 3.11775, -1.87981], [-4.11834, 0.02284, 1.72746], [-1.18333, 4.48644, -0.69876], [-2.75259, 0.61284, -1.98646]],
  "de_lowest_kj_mol": 100.3,
  "homo_energy_ev": [-6.7904, -8.1362],
  "s2": 0.764,
  "gap_ev": [6.39, 7.02],
  "fmax_ha_per_bohr": 0.019,
  "energy_ha": -6328.9298,
  "total_charge": 0,
  "multiplicity": 2
}



No. 5
{
  "formula": "C24H30MnN5O2P",
  "method": "ωB97M-V with the def2-TZVPD basis set",
  "elements": ["H", "H", "H", "C", "H", "C", "H", "C", "C", "C", "C", "C", "H", "C", "H", "H", "H", "C", "N", "H", "H", "H", "C", "N", "H", "C", "C", "C", "H", "C", "Mn", "H", "H", "H", "C", "C", "H", "H", "H", "C", "H", "C", "P", "H", "H", "C", "H", "H", "H", "H", "C", "N", "O", "C", "C", "O", "C", "H", "H", "H", "C", "N", "N"],
  "positions_angstrom": [[-2.21868, 2.79377, 1.05903], [-4.74252, 1.88369, 4.99979], [3.29882, -0.64947, -2.60611], [-2.04948, 1.51661, -0.67914], [2.31595, 1.17305, -1.49076], [-5.14803, 1.09185, 3.04881], [0.72909, -0.47009, -1.80137], [-1.25334, 2.62377, -2.67942], [-1.10783, 3.81631, -1.97466], [-1.69555, 1.47977, -2.03954], [-4.31929, 1.49676, 4.08433], [-5.54920, -0.87902, -2.30002], [7.53639, 0.26758, 0.84711], [-3.64998, -0.89545, -0.82535], [-4.58638, 0.89271, -1.59027], [3.68449, -1.79127, 1.15944], [-1.32275, 4.78817, -0.07437], [3.77983, -1.98645, -1.01143], [-0.94561, 0.80192, 2.64031], [-4.64716, -4.05325, -1.53071], [-6.27913, -0.33533, -2.88117], [-0.76144, 4.70413, -2.48153], [3.52923, -0.57163, -1.53916], [5.56087, -1.24995, 0.57116], [-5.25063, 0.28404, 1.06987], [-3.66699, -2.28927, -0.81670], [-1.42222, 3.86468, -0.62700], [-1.89797, 2.72215, 0.02215], [-1.80765, 0.55712, -2.59650], [-5.56798, -2.26857, -2.28128], [-0.13078, 0.97261, 0.57928], [-0.49184, 1.46129, 3.27649], [8.15719, -3.06053, -0.10651], [-0.63818, -0.12860, 2.94821], [-3.22007, 0.51158, 1.71914], [2.75519, 0.81058, 0.52035], [8.74692, -0.87491, 0.40617], [5.31119, -0.27178, 0.74687], [4.45112, 0.01188, -1.48537], [4.39199, -2.09280, 0.38368], [-6.31434, -2.80199, -2.84910], [2.43076, 0.26407, -0.88225], [-2.42139, -0.07021, 0.19518], [2.85657, -2.57374, -1.00675], [-2.29509, 1.69733, 4.76885], [-4.59628, -0.19040, -1.57056], [-2.93136, -2.84143, -0.24515], [4.64115, -3.13226, 0.61156], [-6.21798, 1.16072, 3.15408], [-1.02194, 2.58924, -3.73484], [-2.39750, 0.89729, 2.78429], [7.77150, -0.65315, 0.51487], [3.90064, 0.84507, 0.92999], [-2.94114, 1.39668, 3.95540], [-4.63088, -2.97333, -1.54075], [1.73371, 1.20236, 1.19034], [6.82411, -1.57955, 0.35908], [4.42925, -2.49628, -1.72689], [6.50968, -3.54346, -0.12364], [1.12092, -1.29195, -0.45277], [-4.59985, 0.60063, 1.87372], [7.18662, -2.80984, -0.01353], [1.08525, -0.35345, -0.85496]],
  "homo_energy_ev": [-13.3821, -13.8059],
  "s2": 8.757,
  "gap_ev": [8.78, 8.52],
  "fmax_ha_per_bohr": 0.012,
  "energy_ha": -2848.8068,
  "total_charge": 2,
  "multiplicity": 6
}



No. 6
{
  "formula": "C3H2N2S",
  "method": "ωB97M-V with the def2-TZVPD basis set",
  "elements": ["H", "N", "C", "C", "H", "C", "N", "S"],
  "positions_angstrom": [[-0.23713, -1.11161, 1.02653], [-1.52291, 1.71127, 0.95685], [-0.08779, -0.33040, 0.24667], [1.29637, -0.00955, 0.23315], [-0.26090, -0.24616, -2.04951], [-0.91978, 0.77849, 0.60372], [2.40436, 0.32281, 0.17939], [-0.67223, -1.11485, -1.19680]],
  "de_lowest_kj_mol": 22.3,
  "homo_energy_ev": -10.6878,
  "gap_ev": 10.97,
  "fmax_ha_per_bohr": 0.074,
  "energy_ha": -623.1646,
  "smiles": "N#CC(S)C#N",
  "total_charge": 0
}